# 1
Entry from OMol25: C15H31N7O7PZr as an isolated structure (wB97M-V/def2-TZVPD).

Each line ends with the natural charge from an NBO analysis.
Atoms and positions in Å:
Zr (-0.138, 0.313, 0.053)  2.4610
N (-0.032, 0.710, 2.394)  -0.8993
C (1.049, -0.043, 3.087)  -0.2396
C (1.109, -1.426, 2.482)  -0.2362
N (1.337, -1.385, 1.000)  -0.5243
C (2.766, -1.039, 0.683)  -0.2483
C (2.927, 0.412, 0.266)  -0.2440
N (2.000, 0.681, -0.859)  -0.9129
C (1.031, -2.749, 0.482)  -0.2480
C (0.896, -2.770, -1.042)  -0.2342
N (-0.441, -3.214, -1.523)  -0.7231
H (0.034, 1.704, 2.608)  0.4297
H (-0.931, 0.411, 2.773)  0.4201
H (0.857, -0.121, 4.157)  0.2537
H (1.985, 0.500, 2.972)  0.2178
H (0.151, -1.922, 2.646)  0.2318
H (1.882, -2.030, 2.961)  0.2412
H (3.098, -1.673, -0.142)  0.2216
H (3.407, -1.272, 1.535)  0.2496
H (3.967, 0.614, 0.007)  0.2578
H (2.669, 1.098, 1.076)  0.2159
H (2.262, 0.188, -1.714)  0.4404
H (2.033, 1.668, -1.105)  0.4281
H (0.099, -3.072, 0.941)  0.2501
H (1.812, -3.440, 0.803)  0.2399
H (1.639, -3.415, -1.508)  0.2593
H (1.045, -1.780, -1.480)  0.2107
H (-0.559, -4.227, -1.472)  0.4461
H (-1.208, -2.770, -0.994)  0.4643
O (-6.032, 2.434, -0.113)  -0.5829
C (-4.773, 2.057, -0.049)  0.4168
C (-3.680, 2.934, -0.187)  -0.2672
C (-2.421, 2.409, -0.031)  0.1316
N (-2.218, 1.123, 0.261)  -0.5870
C (-3.241, 0.257, 0.215)  0.1062
C (-4.537, 0.670, 0.072)  -0.2198
C (-2.727, -1.156, 0.080)  0.7822
O (-3.339, -2.063, -0.406)  -0.5217
O (-1.428, -1.256, 0.408)  -0.9064
C (-1.110, 3.033, -0.468)  0.8038
O (-1.074, 3.882, -1.333)  -0.6067
O (-0.057, 2.402, 0.000)  -0.8323
H (-6.150, 3.392, -0.195)  0.5176
H (-3.815, 3.979, -0.438)  0.2698
H (-5.359, -0.032, 0.025)  0.2878
N (-0.647, -2.185, -4.158)  -0.8546
C (-1.273, -0.862, -4.329)  -0.6066
P (-0.352, 0.405, -3.410)  2.1632
O (1.121, 0.371, -3.602)  -1.1201
O (-0.801, 0.336, -1.921)  -1.1966
C (-0.982, 2.003, -4.075)  -0.6099
N (-0.001, 3.095, -3.767)  -0.6895
H (0.322, -2.137, -4.463)  0.3965
H (-1.100, -2.830, -4.803)  0.4129
H (-0.502, -2.890, -2.525)  0.4678
H (-2.296, -0.892, -3.948)  0.2516
H (-1.317, -0.552, -5.377)  0.2441
H (-1.949, 2.286, -3.662)  0.2647
H (-1.069, 1.917, -5.158)  0.2697
H (-0.139, 3.900, -4.383)  0.4577
H (0.955, 2.747, -3.905)  0.4555
H (-0.114, 3.437, -2.790)  0.4722

Results
Orbital gap = 9.2549 eV
Relative energy (zero: lowest compared OMol25 entry of this formula, charge and spin) = 42.4 kJ/mol
Net charge = +3
LUMO = -0.32728 hartree
E_HOMO = -18.2 eV

=====

# 2
Entry from OMol25: a 9-piece molecular cluster, H18O9 overall at a distorted geometry (wB97M-V/def2-TZVPD).

Each line ends with the natural charge from an NBO analysis.
Atoms and positions in Å:
O (-1.881, -0.104, -2.820)  -0.9576
H (-2.264, 0.156, -1.958)  0.4754
H (-1.943, -1.045, -2.788)  0.4605
O (1.155, -2.548, -0.372)  -0.9697
H (1.226, -2.818, -1.297)  0.4927
H (1.065, -3.312, 0.169)  0.4858
O (0.336, 0.301, -0.373)  -0.9760
H (-0.561, 0.432, -0.698)  0.4970
H (0.559, -0.586, -0.362)  0.4930
O (0.329, -1.721, 2.421)  -0.9556
H (0.225, -2.044, 3.307)  0.4913
H (-0.419, -1.935, 1.880)  0.4748
O (0.927, 1.727, 2.015)  -0.9535
H (0.814, 0.979, 1.447)  0.4854
H (1.552, 2.271, 1.533)  0.4684
O (-1.282, 3.238, 0.712)  -0.9323
H (-2.177, 2.894, 0.710)  0.4386
H (-0.782, 2.478, 1.003)  0.4827
O (1.715, 0.015, -2.681)  -0.9661
H (1.782, 0.858, -3.071)  0.4650
H (0.943, 0.088, -2.084)  0.4792
O (-2.708, 0.485, -0.385)  -0.9711
H (-2.511, 0.518, 0.558)  0.4987
H (-3.370, 1.219, -0.562)  0.5007
O (2.627, -0.496, 1.552)  -0.9498
H (1.793, -0.948, 1.444)  0.4784
H (2.848, -0.103, 0.702)  0.4642

Results
Orbital gap = 9.8664 eV
Relative energy (zero: lowest compared OMol25 entry of this formula, charge and spin) = 264.3 kJ/mol
Net charge = 0
Structure (SMILES) = O.O.O.O.O.O.O.O.O
LUMO = -0.01258 hartree
E_HOMO = -10.2 eV

=====

# 3
Entry from OMol25: one molecule with the formula C6H10BrNO3S at a distorted geometry (wB97M-V/def2-TZVPD).

Each line ends with the natural charge from an NBO analysis.
Atoms and positions in Å:
C (-0.773, 0.681, -0.361)  -0.1159
C (0.072, -0.518, -0.868)  -0.3340
C (1.455, -0.043, -0.310)  0.2185
C (1.832, -0.710, 0.962)  -0.6552
C (2.629, -0.018, -1.342)  -0.6210
C (-2.869, 0.323, 1.502)  -0.8346
N (-0.104, 1.651, 0.084)  -0.0248
O (-3.189, 1.999, -0.687)  -0.8936
O (-3.079, -0.306, -1.191)  -0.9295
O (1.203, 1.399, -0.023)  -0.3489
S (-2.612, 0.750, -0.269)  2.1039
Br (-0.601, -2.177, -0.157)  0.0690
H (0.127, -0.528, -1.966)  0.2517
H (2.913, -0.435, 1.073)  0.2226
H (1.753, -1.822, 0.863)  0.2367
H (1.299, -0.474, 1.860)  0.2323
H (2.192, -0.153, -2.286)  0.2130
H (3.352, -0.899, -1.168)  0.2188
H (3.312, 0.845, -1.213)  0.2465
H (-2.658, -0.726, 1.530)  0.2486
H (-2.309, 0.690, 2.239)  0.2403
H (-3.945, 0.470, 1.727)  0.2555

Results
Orbital gap = 10.4502 eV
Relative energy (zero: lowest compared OMol25 entry of this formula, charge and spin) = 12.5 kJ/mol
Net charge = 0
Structure (SMILES) = CC1(C)ON=C(S(C)(=O)=O)[C@@H]1Br
LUMO = 0.00957 hartree
E_HOMO = -10.2 eV

=====

# 4
Entry from OMol25: a 2-piece molecular cluster, C10H14N overall at a distorted geometry (wB97M-V/def2-TZVPD).

Each line ends with the natural charge from an NBO analysis.
Atoms and positions in Å:
C (3.414, 0.003, -0.041)  -0.0701
C (2.717, 1.190, 0.228)  -0.2046
C (2.701, -1.167, -0.220)  -0.2219
C (1.375, 1.150, 0.257)  0.1007
C (1.314, -1.085, -0.251)  0.1008
C (-2.098, 2.401, 0.077)  -0.2572
C (-1.395, 1.499, -0.588)  -0.3333
C (-1.872, -1.927, 0.436)  -0.6159
C (-1.565, -0.947, -0.636)  -0.4621
C (-0.769, 0.291, -0.075)  0.1558
N (0.652, 0.076, -0.057)  -0.3346
H (4.433, -0.124, 0.092)  0.2437
H (3.195, 2.045, 0.405)  0.2445
H (3.030, -2.210, -0.401)  0.2661
H (0.701, 2.060, 0.499)  0.2642
H (0.817, -1.963, -0.414)  0.2311
H (-2.682, 3.109, -0.283)  0.2078
H (-2.132, 2.274, 1.129)  0.1904
H (-1.603, 1.653, -1.591)  0.2422
H (-2.703, -2.612, 0.145)  0.2368
H (-2.044, -1.529, 1.480)  0.2374
H (-1.068, -2.556, 0.502)  0.1943
H (-0.844, -1.351, -1.539)  0.2185
H (-2.587, -0.753, -0.937)  0.2626
H (-0.986, 0.470, 1.782)  0.1028

Results
Orbital gap = 8.5308 eV
Relative energy (zero: lowest compared OMol25 entry of this formula, charge and spin) = 427.0 kJ/mol
Net charge = +1
LUMO = -0.18529 hartree
E_HOMO = -13.6 eV

=====

# 5
Entry from OMol25: a 2-piece molecular cluster, C5H12N overall at a distorted geometry (wB97M-V/def2-TZVPD).

Each line ends with the natural charge from an NBO analysis.
Atoms and positions in Å:
C (-1.258, 1.516, 1.865)  -0.6185
C (-0.277, 0.365, 1.722)  -0.6305
H (-2.071, 1.268, 2.541)  0.2305
H (-1.640, 1.889, 0.911)  0.1823
H (-0.826, 2.434, 2.278)  0.2264
H (-0.675, -0.500, 1.184)  0.1918
H (0.678, 0.727, 1.340)  0.1875
H (-0.003, -0.117, 2.665)  0.2391
C (1.286, -0.864, -1.085)  -0.0746
C (1.868, -2.022, -1.355)  -0.2845
C (-0.696, 0.446, -1.567)  0.1196
N (0.020, -0.602, -1.712)  -0.3998
H (1.648, -0.049, -0.490)  0.2424
H (1.380, -2.777, -1.951)  0.2214
H (2.840, -2.206, -0.923)  0.2519
H (-1.620, 0.553, -2.113)  0.2396
H (-0.311, 1.256, -0.965)  0.2329
H (-0.342, -1.319, -2.346)  0.4426

Results
Orbital gap = 9.7707 eV
Relative energy (zero: lowest compared OMol25 entry of this formula, charge and spin) = 213.1 kJ/mol
Net charge = +1
LUMO = -0.19943 hartree
E_HOMO = -15.2 eV

=====

# 6
Entry from OMol25: C18H22BBaF6O18 as an isolated structure at a distorted geometry (wB97M-V/def2-TZVPD).

Each line ends with the Mulliken charge.
Atoms and positions in Å:
Ba (0.883, -1.206, -0.290)  1.8470
B (1.420, -3.805, -0.779)  0.9087
H (2.024, -3.153, -1.484)  -0.3956
H (1.593, -3.392, 0.262)  -0.3218
H (0.304, -3.642, -0.927)  -0.3641
H (1.741, -4.912, -0.811)  -0.2155
C (0.499, -2.725, 5.572)  -0.4754
C (0.774, -4.066, 4.928)  0.2855
O (1.209, -3.703, 3.661)  -0.2685
C (0.685, -2.491, 3.354)  0.1580
O (0.683, -2.075, 2.242)  -0.0297
O (0.203, -1.897, 4.456)  -0.3271
F (-0.359, -4.819, 4.847)  -0.2827
H (1.338, -2.279, 6.108)  0.3166
H (-0.322, -2.844, 6.280)  0.3141
H (1.489, -4.593, 5.559)  0.2910
C (-3.445, 2.035, 0.159)  -0.4818
C (-3.998, 1.719, 1.588)  0.2648
O (-3.171, 0.655, 1.998)  -0.3707
C (-2.223, 0.354, 1.114)  0.5187
O (-1.352, -0.430, 1.295)  -0.3051
O (-2.368, 1.132, 0.009)  -0.1629
F (-5.292, 1.325, 1.484)  -0.2842
H (-3.141, 3.077, 0.069)  0.2443
H (-4.155, 1.732, -0.612)  0.3143
H (-3.872, 2.483, 2.358)  0.3137
C (2.180, 0.894, -5.548)  -0.4365
C (2.008, -0.420, -6.314)  0.2423
O (1.843, -1.391, -5.279)  -0.3118
C (1.651, -0.774, -4.101)  0.3909
O (1.477, -1.327, -3.063)  -0.4342
O (1.778, 0.558, -4.236)  -0.1767
F (3.109, -0.710, -7.034)  -0.2736
H (1.617, 1.661, -6.081)  0.3249
H (3.218, 1.204, -5.670)  0.3030
H (1.105, -0.559, -6.906)  0.2906
C (1.483, 4.701, -1.360)  -0.4473
C (0.555, 4.402, -2.519)  0.2800
O (0.034, 3.133, -2.202)  -0.2655
C (0.746, 2.604, -1.185)  0.3665
O (0.533, 1.525, -0.725)  -0.3213
O (1.722, 3.425, -0.777)  -0.2766
F (1.253, 4.225, -3.703)  -0.2869
H (1.004, 5.408, -0.680)  0.3050
H (2.403, 5.180, -1.689)  0.2981
H (-0.229, 5.122, -2.748)  0.2746
C (-4.280, -3.544, -1.191)  -0.4906
C (-4.825, -2.091, -1.090)  0.2687
O (-3.733, -1.319, -1.464)  -0.2191
C (-2.583, -2.056, -1.333)  0.5077
O (-1.511, -1.572, -1.520)  -0.5714
O (-2.881, -3.285, -1.009)  -0.3468
F (-5.193, -1.903, 0.226)  -0.3102
H (-4.511, -3.939, -2.182)  0.2916
H (-4.583, -4.231, -0.412)  0.3069
H (-5.686, -1.918, -1.732)  0.3228
C (2.600, 3.365, 3.231)  -0.3795
C (3.828, 2.483, 3.468)  0.3250
O (3.423, 1.254, 2.891)  -0.2986
C (2.198, 1.324, 2.371)  0.4238
O (1.597, 0.415, 1.899)  -0.3464
O (1.699, 2.583, 2.466)  -0.3231
F (4.027, 2.316, 4.798)  -0.2893
H (2.869, 4.274, 2.695)  0.2798
H (2.154, 3.615, 4.192)  0.2511
H (4.757, 2.886, 3.074)  0.2605

Results
Orbital gap = 8.6967 eV
Relative energy (zero: lowest compared OMol25 entry of this formula, charge and spin) = 39.2 kJ/mol
Net charge = +1
LUMO = -0.08209 hartree
E_HOMO = -10.9 eV

=====

# 7
Entry from OMol25: C5H9NOS as an isolated structure (wB97M-V/def2-TZVPD).

Each line ends with the natural charge from an NBO analysis.
Atoms and positions in Å:
C (-0.269, 0.703, -0.056)  0.2121
C (0.776, 0.269, 0.976)  -0.2659
C (0.593, -1.589, -0.395)  -0.2527
C (-0.537, -0.618, -0.808)  -0.3607
C (-1.693, 0.928, 0.472)  -0.5048
H (1.053, 1.631, -1.124)  0.4619
H (0.273, -0.149, 1.865)  0.2029
H (1.381, 1.111, 1.307)  0.2169
H (2.232, -0.386, -0.282)  0.3422
H (0.230, -2.382, 0.275)  0.2045
H (1.068, -2.068, -1.264)  0.2057
H (-0.677, -0.504, -1.907)  0.2330
H (-2.215, 1.659, -0.126)  0.2276
H (-1.784, 1.153, 1.525)  0.2149
N (1.579, -0.782, 0.354)  -0.5982
O (0.159, 1.810, -0.841)  -0.7041
S (-2.167, -0.785, 0.029)  0.1647

Results
Orbital gap = 9.4720 eV
Relative energy (zero: lowest compared OMol25 entry of this formula, charge and spin) = 119.9 kJ/mol
Net charge = 0
LUMO = 0.02635 hartree
E_HOMO = -8.8 eV

=====

# 8
Entry from OMol25: a 3-piece molecular cluster, C17H12F20O9S overall (wB97M-V/def2-TZVPD).

Each line ends with the natural charge from an NBO analysis.
Atoms and positions in Å:
O (1.976, -2.968, -1.139)  -0.5242
C (2.135, -2.183, -0.273)  0.9782
O (3.282, -1.903, 0.385)  -0.4536
C (3.034, -0.715, 1.135)  0.0084
C (4.099, -0.376, 2.185)  0.6064
F (3.610, -0.456, 3.433)  -0.2974
F (5.149, -1.197, 2.079)  -0.2860
C (4.590, 1.067, 1.972)  0.9206
F (5.471, 1.417, 2.891)  -0.2848
F (3.525, 1.880, 2.034)  -0.3128
F (5.139, 1.189, 0.764)  -0.3042
C (1.532, -0.841, 1.448)  -0.1725
S (1.138, -2.006, 2.804)  2.0522
O (1.997, -3.138, 2.649)  -0.8830
O (1.069, -1.253, 4.012)  -0.8791
C (-0.642, -2.714, 2.564)  0.4266
F (-0.446, -3.991, 2.242)  -0.2861
F (-1.173, -2.648, 3.783)  -0.2928
C (-1.716, -2.192, 1.546)  0.5860
F (-1.323, -2.495, 0.312)  -0.2876
F (-2.815, -2.913, 1.820)  -0.2923
C (-2.168, -0.697, 1.549)  0.5492
F (-1.237, 0.046, 0.925)  -0.3064
F (-3.295, -0.642, 0.833)  -0.2859
C (-2.468, -0.029, 2.915)  0.9254
F (-3.335, -0.752, 3.615)  -0.2905
F (-2.983, 1.180, 2.688)  -0.2999
F (-1.339, 0.116, 3.609)  -0.2987
O (1.116, -1.367, 0.212)  -0.5027
H (3.028, 0.108, 0.404)  0.2261
H (1.088, 0.114, 1.729)  0.2617
C (-2.455, 5.714, 1.212)  -0.6393
C (-2.173, 4.293, 0.779)  -0.0781
O (-0.934, 4.214, 0.032)  -0.4761
C (0.181, 4.176, 0.742)  0.6934
O (0.295, 4.172, 1.934)  -0.5449
C (1.400, 4.105, -0.211)  0.8983
F (1.267, 4.938, -1.243)  -0.3019
F (1.511, 2.850, -0.692)  -0.3227
F (2.523, 4.405, 0.434)  -0.2983
H (-2.467, 6.379, 0.349)  0.2186
H (-3.427, 5.761, 1.703)  0.2258
H (-1.698, 6.068, 1.910)  0.2252
H (-2.931, 3.929, 0.090)  0.2004
H (-2.122, 3.615, 1.630)  0.1997
C (0.220, -3.563, -3.654)  -0.6375
C (-0.992, -2.727, -3.327)  -0.0770
O (-1.309, -1.804, -4.399)  -0.4798
C (-2.003, -2.300, -5.408)  0.6947
O (-2.413, -3.416, -5.541)  -0.5432
C (-2.285, -1.182, -6.443)  0.8975
F (-1.192, -0.451, -6.688)  -0.3088
F (-3.238, -0.363, -5.970)  -0.3138
F (-2.710, -1.704, -7.589)  -0.2999
H (1.074, -2.927, -3.884)  0.2171
H (0.475, -4.180, -2.795)  0.2365
H (0.033, -4.214, -4.508)  0.2191
H (-0.807, -2.087, -2.466)  0.1960
H (-1.867, -3.342, -3.120)  0.1985

Results
Orbital gap = 11.4401 eV
Relative energy (zero: lowest compared OMol25 entry of this formula, charge and spin) = 0.0 kJ/mol
Net charge = 0
Structure (SMILES) = O=C1O[C@@H](S(=O)(=O)C(F)(F)C(F)(F)C(F)(F)C(F)(F)F)[C@@H](C(F)(F)C(F)(F)F)O1.CCOC(=O)C(F)(F)F.CCOC(=O)C(F)(F)F
LUMO = 0.00715 hartree
E_HOMO = -11.2 eV